Entry from OMol25: a structure of composition C27H41Cl3N3O3SiTi at a distorted geometry (ωB97M-V/def2-TZVPD).

The geometry in XYZ format:
```
79
C27H41Cl3N3O3SiTi | OMol25 | ωB97M-V/def2-TZVPD
C -2.4944 4.8470 1.2622
C -2.5649 3.3804 0.8960
H -3.4357 5.1124 1.7614
H -2.3789 5.5136 0.3936
H -1.6576 5.0091 1.9491
C -3.8040 2.8751 0.4527
C -4.9655 3.6705 0.0322
H -3.9813 1.8231 0.5673
H -4.8844 4.1549 -0.9539
H -5.2074 4.4515 0.7661
H -5.8113 2.9726 -0.0238
Ti 2.1104 -0.6879 -0.5863
Cl 3.4761 0.0422 1.0865
Cl 3.2261 -0.0122 -2.4407
H 5.2508 -4.4569 -2.0563
H 7.2420 -3.1416 0.0276
C 5.2424 -3.3753 -2.2150
C 6.7555 -2.3163 -0.5040
N 5.4098 -2.6763 -0.9442
H 4.3138 -3.0748 -2.7040
C 4.3753 -2.3331 -0.2056
O 3.1660 -2.3695 -0.6151
H 6.6629 -1.4630 0.1702
H 4.6285 -1.9549 0.7968
H 6.1016 -3.1054 -2.8342
H 7.3496 -2.0527 -1.3841
H -1.0447 1.9483 -2.5412
H -3.5512 0.5662 -2.1413
C -1.1266 1.1164 -3.2670
C -3.0447 -0.2959 -2.5982
N -1.6044 -0.0897 -2.5940
H -0.1711 0.9480 -3.7856
C -0.7856 -0.8787 -1.8783
O 0.4724 -0.7944 -1.9394
H -3.2864 -1.2021 -2.0412
H -1.2883 -1.6328 -1.2528
H -1.8930 1.4047 -3.9978
H -3.4007 -0.4039 -3.6321
O -1.3177 2.8653 0.2921
C -1.5711 2.3679 1.6167
C -2.4510 0.1738 0.7671
C -1.8930 0.9425 1.8091
H -2.4593 0.6059 -0.2294
C -3.0557 -1.0602 1.0240
H -0.9111 2.8165 2.3751
C -1.7215 0.2933 3.0673
H -3.6601 -1.5374 0.2578
C -2.9263 -1.6598 2.2801
C -2.2444 -0.9762 3.2923
H -1.1642 0.8092 3.8651
H -3.3550 -2.6507 2.4426
H -2.1485 -1.4494 4.2852
Si 1.4993 3.3169 -0.7774
Cl 0.7977 1.0555 0.0194
C 1.3672 3.2325 -2.6453
C 3.3349 3.0606 -0.3141
C 0.8758 4.7238 0.1790
H 0.5645 2.5977 -3.0224
H 2.3061 2.8628 -3.0965
H 1.1808 4.2584 -3.0075
H 0.0201 5.1921 -0.3184
H 1.7070 5.4469 0.2139
H 0.6347 4.4201 1.2038
H 3.4348 2.9359 0.7794
H 3.9430 3.9445 -0.5914
H 3.7870 2.1753 -0.7935
N 0.7703 -1.7555 0.5950
C 0.0444 -2.5972 0.9734
C -0.4678 -3.7996 1.4855
C -0.1927 -4.1145 2.8289
C -0.4536 -5.3989 3.2982
C -1.0207 -6.3445 2.4340
C -1.3372 -6.0184 1.1109
C -1.0769 -4.7378 0.6297
H 0.2407 -3.3314 3.4636
H -0.1897 -5.6419 4.3351
H -1.2027 -7.3564 2.8000
H -1.7755 -6.7588 0.4379
H -1.3135 -4.4277 -0.3923
```

**E_LUMO (spin up / spin down)**: 2.16 / 2.14 eV
**Spin multiplicity**: 3
**Frontier orbital gap (spin up / spin down)**: 3.67 / 3.81 eV
**Energy relative to the best compared isomer or geometry (same formula, charge and spin)**: 5.273 eV
**Total energy**: -3963.01161 hartree
**Expectation value of S²**: 2.0247
**Net charge**: -1

Mulliken population analysis, charges in e, atoms 1 to 2: -1.854 1.490


Entry from OMol25: a cluster of 18 separate species, CH37O18 in total at a distorted geometry (ωB97M-V/def2-TZVPD).

The geometry in XYZ format:
```
56
CH37O18 | OMol25 | ωB97M-V/def2-TZVPD
C -0.1967 -0.4372 0.0244
O -1.5346 -0.6423 0.4522
H -0.1750 0.0323 -0.9117
H 0.2323 -1.4075 -0.0183
H 0.2835 0.2255 0.8102
O 1.1616 3.0253 -1.0423
H 1.5726 2.2132 -1.3214
H 0.9822 3.5702 -1.7971
O 2.3304 1.9132 1.9573
H 3.0104 1.4806 2.4272
H 2.7091 2.5570 1.3887
O -0.5374 3.2291 0.8497
H -0.9694 2.4829 1.2414
H -0.0933 2.8535 0.0674
O -2.4835 1.3016 -1.0448
H -2.0145 0.6830 -0.4843
H -3.3585 1.1988 -0.7246
O 0.3568 -3.0905 -2.0119
H 0.5579 -3.2137 -1.0550
H 1.0640 -2.5022 -2.1298
O -1.9738 -3.2278 0.8437
H -1.5702 -2.4062 0.5665
H -2.3630 -2.9886 1.6718
O -0.3959 -0.8435 3.1508
H -0.4805 -0.8676 2.1962
H -1.2688 -0.5517 3.3620
O -2.3208 1.3537 2.0759
H -2.5934 2.1535 1.6120
H -2.1084 0.6755 1.4082
O -4.2774 -0.9094 0.4014
H -3.3528 -0.9992 0.5170
H -4.4746 0.0256 0.6102
O 2.6213 0.5989 -0.4145
H 2.3305 1.1051 0.3344
H 3.3388 0.9531 -0.9184
O 1.9686 1.3403 -3.3148
H 1.0458 1.2151 -3.3439
H 2.3625 0.4837 -3.1421
O -0.8101 1.1520 -3.1898
H -1.2416 1.9087 -3.5411
H -1.2776 0.8924 -2.3818
O -2.5381 -1.6171 -1.8721
H -2.1616 -1.2815 -1.1189
H -1.7733 -2.1399 -2.1832
O 0.3638 2.7283 3.4152
H 0.8970 2.0275 2.9716
H -0.0254 3.2222 2.6450
O 1.4294 -3.5017 0.5002
H 1.7270 -4.4028 0.4930
H 0.7539 -3.5144 1.1742
O 2.6630 -1.4909 1.9024
H 3.0378 -0.9769 1.2077
H 2.3076 -2.3488 1.5692
O 2.1311 -1.1741 -2.2478
H 3.0667 -1.4867 -2.1524
H 2.0643 -0.5796 -1.4851
```

**E_LUMO**: 1.91 eV
**Frontier orbital gap**: 8.15 eV
**Energy relative to the best compared isomer or geometry (same formula, charge and spin)**: 1.577 eV
**Total energy**: -1414.64316 hartree
**Net charge**: -1

natural (NBO) population analysis, charges in e, atoms 1 to 2: -0.268 -1.050


- Which value of total energy does entry 1 give?
  -3963.01161 hartree


- The highest total energy belongs to which entry?
  CH37O18


- The lowest total energy belongs to which entry?
  C27H41Cl3N3O3SiTi


- The lowest total energy belongs to which entry?
  C27H41Cl3N3O3SiTi